Formula: C17H40BiNOP3
Source: OMol25
Level of theory: wB97M-V/def2-TZVPD

```
63
Properties=species:S:1:pos:R:3:forces:R:3:lowdin_charge:R:1
Bi 0.621835 -0.138020 1.680561 -1.689 -0.514 -0.853 1.44
P -2.730834 -0.175620 -0.176628 -1.597 -0.420 -0.757 0.75
P -0.487965 -2.657910 1.444719 -0.143 -0.983 0.085 0.68
P -0.442660 2.512923 -0.397522 -0.308 1.175 -1.096 0.79
H 3.926417 -2.268922 0.476834 0.667 0.358 1.481 0.08
C 4.328313 -1.427528 1.112528 0.790 -0.746 -1.052 -0.07
C 3.890494 -1.045473 2.314461 0.290 -0.611 -1.145 -0.09
H 3.308228 -1.755829 2.879365 -0.586 0.272 0.279 0.05
C -2.702938 -0.290416 -2.011425 0.202 -0.175 0.261 -0.25
C -4.125073 -1.387108 0.119265 0.443 0.033 -0.009 -0.26
C -3.857906 1.280320 -0.024096 0.240 0.147 0.252 -0.26
C 0.948452 -3.663690 1.904363 0.455 -0.608 0.092 -0.26
C -1.881821 -3.213693 2.499118 0.257 0.708 0.260 -0.21
C -0.955838 -3.251471 -0.236307 0.232 0.758 -0.083 -0.22
C 0.968888 3.657212 -0.398840 0.646 0.468 0.290 -0.31
C -1.803379 3.784075 -0.250647 -0.216 -0.155 0.624 -0.26
C -0.550780 2.204685 -2.227709 0.082 -0.261 0.125 -0.26
H 5.187915 -0.959524 0.582523 -0.933 0.315 0.417 0.09
H 4.148905 -0.074715 2.693078 0.499 -0.049 0.693 0.07
H -3.746799 -0.193534 -2.322675 0.200 -0.176 -0.251 0.06
H -2.294917 -1.265921 -2.295688 -0.156 0.173 -0.200 0.05
H -2.106515 0.501191 -2.466293 -0.302 -0.593 0.085 -0.01
H -5.005779 -0.989449 -0.415087 0.301 -0.340 0.276 0.07
H -4.332350 -1.423729 1.199186 -0.144 -0.107 -0.377 0.04
H -3.880430 -2.389460 -0.263921 -0.250 0.298 0.234 0.04
H -4.536883 1.213595 -0.882275 -0.048 0.163 0.303 0.07
H -3.339695 2.236699 -0.049742 -0.368 -0.406 0.093 -0.03
H -4.421823 1.205961 0.915076 0.048 0.063 -0.252 0.07
H 0.752634 -4.740149 1.656541 0.246 0.886 0.238 0.09
H 1.165771 -3.577442 2.995658 -0.188 -0.050 -0.774 0.08
H 1.837136 -3.308154 1.329458 -0.588 -0.363 0.391 0.04
H -2.040038 -4.286249 2.345763 0.085 0.125 -0.053 0.08
H -2.807880 -2.671618 2.261231 0.287 -0.207 -0.012 0.03
H -1.620996 -3.033211 3.548968 -0.127 -0.135 -0.130 0.07
H -1.083293 -4.344204 -0.181465 0.015 0.359 0.045 0.08
H -0.133718 -3.010453 -0.924463 -0.207 -0.190 0.101 0.05
H -1.876832 -2.768973 -0.617601 0.574 -0.392 0.385 0.00
H 0.680824 4.643725 -0.818020 0.247 -0.612 0.243 0.07
H 1.785812 3.231432 -1.001278 -0.272 0.257 0.171 0.02
H 1.327389 3.792082 0.636807 -0.017 0.179 -0.428 0.05
H -1.438183 4.807656 -0.430449 0.009 -0.475 0.018 0.07
H -2.202510 3.734332 0.778052 0.001 0.309 -0.455 0.05
H -2.618697 3.558338 -0.958271 0.499 0.274 0.276 0.05
H -0.131185 3.063242 -2.769044 -0.095 -0.173 0.180 0.07
H -1.599317 2.078540 -2.533320 0.572 0.316 0.095 0.03
H 0.007435 1.292382 -2.487743 -0.165 0.283 -0.090 0.04
C 2.680741 0.101227 -0.796287 -0.618 -1.946 2.239 -0.42
C 2.906402 -0.329021 -2.109747 1.164 0.406 -1.993 0.07
C 3.802595 0.392228 -2.919843 -1.719 -1.029 -0.106 0.04
C 4.608140 1.413488 -2.329502 0.554 0.358 0.620 0.09
C 4.334412 1.896771 -1.015334 -2.114 -0.556 0.935 0.02
C 3.199121 1.362882 -0.367846 2.038 1.602 0.475 0.01
O 2.186688 -0.786997 0.021994 -0.018 2.782 -2.353 -0.29
H -0.198207 -0.430432 -0.116502 0.517 0.443 1.258 -0.05
H 2.319171 -1.239043 -2.296464 0.615 0.413 -0.902 0.16
H 3.756996 0.197372 -4.006281 0.807 -0.018 0.733 0.15
H 5.485878 1.898860 -2.812456 -0.913 -0.620 -0.193 0.16
H 4.866490 2.731268 -0.512735 -0.271 -0.628 -0.800 0.16
H 2.807065 1.866323 0.520756 0.345 -0.429 -0.078 0.11
N -1.540817 0.587280 2.598832 0.594 -1.238 -1.625 -0.08
H -1.415439 1.168029 3.409789 -0.460 0.396 0.266 0.07
H -1.924876 0.998316 1.717995 0.071 -0.030 1.314 -0.05
H -2.003773 -0.314475 2.780581 -0.081 0.917 0.234 0.04
```
Positions in Å, forces in eV/Å.

Summary:
Energy (hartree): -2039.17862
Spin multiplicity: 1
Gap between HOMO and LUMO (spin up / spin down) (eV): 3.8 / 3.8
ΔE to the lowest compared entry with this formula, charge and spin (kcal/mol): 116.1
Charge: +3

Formula: C6H10ClN2
Source: OMol25
Level of theory: wB97M-V/def2-TZVPD

```
19
Properties=species:S:1:pos:R:3:forces:R:3:lowdin_charge:R:1
C 1.910863 0.004276 0.207763 1.327 -2.076 -0.510 -0.41
C 1.164761 0.999548 -0.121243 -2.204 -0.334 0.917 -0.34
C 0.125565 -2.191250 -0.038118 1.524 2.043 0.271 -0.12
C -0.384972 0.871573 0.135247 0.106 0.662 -3.011 -0.12
C -1.117838 -0.307521 0.737472 0.501 0.326 0.196 -0.17
C 1.597886 2.351974 -0.601657 0.541 1.474 -0.674 -0.04
N -1.042680 -1.623480 0.100486 2.506 0.788 0.003 0.05
N 0.416281 -3.367212 -0.493960 -1.401 -1.613 -0.952 0.15
Cl 3.461307 -0.648528 0.206476 -1.439 0.536 0.060 0.77
H -0.617957 1.802601 0.648738 -0.255 -0.201 0.457 0.13
H -0.852603 1.021337 -0.877158 0.555 0.062 0.584 0.14
H -0.794055 -0.350041 1.742876 0.247 -0.623 1.297 0.11
H -2.156977 -0.067484 0.756705 -0.719 0.397 -0.016 0.13
H 1.777296 3.089992 0.217770 -1.405 -0.442 -0.187 0.11
H 0.863668 2.733993 -1.438440 1.635 -0.618 1.779 0.14
H 2.662579 2.398042 -0.890861 -0.543 -0.716 -0.897 0.09
H -1.849562 -2.159099 0.057123 -2.054 -1.023 -0.222 0.13
H 1.346247 -3.698660 -0.601918 0.924 0.306 0.250 0.10
H -0.233692 -4.065745 -0.921796 0.155 1.052 0.654 0.16
```
Positions in Å, forces in eV/Å.

Summary:
Energy (hartree): -803.91524
Spin multiplicity: 1
Gap between HOMO and LUMO (spin up / spin down) (eV): 8.4 / 6.9
ΔE to the lowest compared entry with this formula, charge and spin (kcal/mol): 111.4
Charge: +1

Formula: C25H34N4O4S
Source: OMol25
Level of theory: wB97M-V/def2-TZVPD

```
68
Properties=species:S:1:pos:R:3:forces:R:3:lowdin_charge:R:1
C 4.667415 5.283351 -0.029326 -0.189 -0.103 0.121 -0.12
H 4.644545 5.370527 -1.113640 0.047 0.052 -0.121 0.07
H 4.453970 6.260456 0.398030 0.060 0.110 -0.012 0.07
C 3.649896 4.254769 0.446117 0.106 -0.193 -0.193 -0.25
H 2.648050 4.571410 0.148841 -0.059 -0.004 0.071 0.10
C 3.948274 2.866293 -0.143438 -0.059 0.194 0.150 -0.21
N 3.015847 1.812444 0.197266 -0.050 -0.071 0.106 -0.19
C 2.911218 1.524195 1.616060 -0.188 -0.255 0.067 -0.21
H 3.851085 1.818930 2.089755 -0.011 0.057 0.051 0.12
C 2.700090 0.026543 1.851984 0.288 0.189 -0.053 -0.22
C 3.881770 -0.774048 1.318235 -0.239 -0.028 0.145 -0.10
H 3.697594 -1.842091 1.398085 0.076 -0.058 -0.015 0.04
H 4.060148 -0.523075 0.275006 0.090 -0.019 -0.123 0.07
H 4.783530 -0.536840 1.879840 0.159 0.008 0.024 0.07
H 1.773592 -0.290210 1.371371 -0.064 -0.015 0.056 0.07
H 2.588977 -0.147659 2.923994 -0.113 -0.028 0.041 0.11
H 2.096446 2.088811 2.095365 0.104 0.065 0.022 0.12
C 1.749526 1.889862 -0.507070 0.051 -0.131 -0.354 -0.16
H 1.481087 2.927782 -0.745273 -0.034 0.002 0.053 0.12
C 1.798147 1.084620 -1.815978 -0.194 0.358 -0.024 -0.13
N 1.495368 -0.314571 -1.604243 0.356 0.059 0.116 0.10
C 0.278006 -0.798552 -1.884319 0.439 -0.315 -0.476 -0.48
O -0.567564 -0.182211 -2.504321 -0.253 0.110 -0.162 0.04
C 0.020992 -2.278933 -1.520407 0.085 0.378 -0.079 -0.21
N -1.221830 -2.325014 -0.772882 -0.108 0.452 0.511 -0.06
S -1.484115 -1.294613 0.517307 -0.574 -0.336 0.010 0.69
O -0.443698 -0.305479 0.530771 -0.227 -0.023 -0.258 -0.27
O -1.667369 -2.090100 1.703263 -0.265 -0.038 -0.170 -0.30
C -3.053299 -0.552132 0.114545 0.466 -0.256 0.280 -0.26
C -3.176717 0.257104 -0.998013 -0.066 0.189 -0.115 -0.03
C -4.408182 0.815532 -1.287843 0.019 -0.074 0.146 0.01
C -5.502478 0.562491 -0.464169 0.427 -0.354 0.240 -0.18
C -5.364886 -0.248513 0.669344 0.033 0.067 -0.099 -0.15
C -4.129294 -0.805320 0.945719 -0.029 -0.004 -0.004 0.00
H -3.979313 -1.433930 1.809306 -0.086 -0.078 0.138 0.12
C -6.568157 -0.440324 1.545077 -0.017 -0.010 -0.064 -0.12
C -7.830680 -0.494230 0.689831 -0.067 0.041 0.168 -0.08
C -7.935004 0.705201 -0.228163 -0.225 -0.262 0.160 -0.47
O -8.972026 1.246344 -0.532672 -0.203 0.056 -0.019 0.08
N -6.740483 1.121074 -0.745695 0.193 0.474 -0.360 0.15
H -6.783446 1.849245 -1.447621 -0.127 -0.104 0.120 0.16
H -8.729412 -0.541185 1.304383 0.007 0.050 -0.135 0.12
H -7.809940 -1.383342 0.052125 -0.014 -0.003 -0.007 0.14
H -6.468527 -1.351411 2.135505 0.002 0.047 0.030 0.12
H -6.637507 0.401924 2.241554 -0.029 -0.039 0.047 0.13
H -4.527427 1.447244 -2.155178 0.003 0.058 -0.124 0.12
H -2.321248 0.424610 -1.632172 0.039 0.055 -0.127 0.09
H -1.522232 -3.260496 -0.547509 -0.152 -0.113 0.126 0.13
C 1.180317 -2.982048 -0.861098 0.098 -0.245 0.032 -0.20
C 1.183685 -3.285004 0.494092 0.037 0.030 -0.100 -0.03
C 2.248677 -3.975982 1.050207 0.037 -0.102 0.017 -0.08
C 3.320552 -4.363092 0.264768 -0.015 -0.035 0.079 -0.09
C 3.330523 -4.049384 -1.084899 0.066 -0.008 -0.054 -0.07
C 2.266123 -3.368232 -1.644297 -0.108 0.012 0.060 -0.04
H 2.267512 -3.133072 -2.699151 0.014 0.016 -0.133 0.12
H 4.164923 -4.344710 -1.703414 0.068 -0.025 -0.057 0.10
H 4.146394 -4.904874 0.701141 0.069 -0.040 0.039 0.10
H 2.234860 -4.213095 2.103550 0.009 -0.012 0.101 0.11
H 0.358092 -2.985783 1.120461 -0.004 -0.088 0.107 0.08
H -0.181528 -2.766148 -2.486929 0.047 0.179 0.199 0.17
H 2.072152 -0.796801 -0.930716 -0.058 -0.133 -0.067 0.12
H 2.793056 1.158506 -2.262824 -0.078 0.109 -0.005 0.12
H 1.051940 1.460316 -2.518149 0.141 -0.035 0.000 0.12
H 0.952915 1.469911 0.109313 0.039 0.144 -0.019 0.10
H 3.974842 2.944218 -1.234150 0.112 0.017 -0.038 0.12
H 4.942330 2.549296 0.189130 0.051 0.055 -0.100 0.12
H 3.669554 4.198555 1.536030 -0.077 -0.017 0.036 0.10
H 5.672318 4.990916 0.268173 0.143 0.020 0.000 0.07
```
Positions in Å, forces in eV/Å.

Summary:
Energy (hartree): -1891.25985
SMILES string: CCCN(CCC)CCNC(=O)[C@H](NS(=O)(=O)c1ccc2c(c1)CCC(=O)N2)c1ccccc1
Spin multiplicity: 1
Gap between HOMO and LUMO (eV): 8.6
ΔE to the lowest compared entry with this formula, charge and spin (kcal/mol): 41.2